C76H63AsF9FeN8P2 as an isolated structure. Source: the Open Molecules 2025 dataset; level of theory: ωB97M-V/def2-TZVPD.

LUMO level (alpha / beta) (eV): 0.96 / 0.95
Net charge: -1
Orbital gap (alpha / beta) (eV): 3.46 / 3.45
DFT total energy (Eh): -8453.11239

Each line ends with the Mulliken charge.
Atoms and positions in Å:
Fe -0.159 0.266 0.930  -0.365
C 6.731 0.868 1.671  -0.767
C 5.877 1.817 1.131  -0.558
C 4.507 1.594 1.131  -0.575
C 3.964 0.419 1.646  0.981
C 4.836 -0.533 2.176  -0.544
C 6.204 -0.305 2.195  -0.790
P 2.106 0.219 1.625  1.731
C 2.133 -1.620 1.578  0.618
C 1.772 -2.485 2.603  0.087
C 1.829 -3.860 2.411  -0.692
C 2.267 -4.381 1.204  -1.086
C 2.642 -3.523 0.176  -0.330
C 2.564 -2.156 0.359  0.059
C 1.770 0.800 3.338  -0.203
C 2.627 0.726 4.411  -0.131
C 2.285 1.332 5.635  -1.142
C 1.121 2.038 5.770  -0.837
C 0.231 2.178 4.680  1.201
C -0.945 2.952 4.752  -0.858
C -1.771 3.050 3.663  -1.332
C -1.487 2.342 2.479  1.427
C -0.345 1.574 2.340  -0.776
C 0.544 1.525 3.455  -0.761
H 7.801 1.036 1.683  0.410
H 6.271 2.733 0.707  0.468
H 3.840 2.344 0.725  0.254
H 4.447 -1.457 2.584  0.542
H 6.862 -1.049 2.628  0.445
H 1.449 -2.085 3.555  -0.036
H 1.529 -4.531 3.206  0.484
H 2.305 -5.453 1.059  0.372
H 2.982 -3.930 -0.768  0.453
H 2.831 -1.479 -0.446  -0.046
H 3.568 0.197 4.337  0.478
H 2.971 1.259 6.472  0.388
H 0.862 2.502 6.716  0.427
H -1.178 3.478 5.672  0.358
H -2.664 3.664 3.715  0.337
H -2.191 2.397 1.656  0.495
N 0.488 3.662 0.358  0.209
C -0.111 2.964 -0.648  -0.319
N -0.520 3.683 -1.697  -0.786
C -1.049 2.964 -2.703  0.056
N -1.379 3.673 -3.839  -0.358
N -1.226 1.673 -2.733  -0.510
C -0.755 0.993 -1.650  -1.103
N -0.185 1.637 -0.552  1.135
C -0.866 -0.394 -1.603  0.223
C -1.527 -1.129 -2.634  -0.703
C -1.685 -2.472 -2.510  -1.008
C -1.192 -3.109 -1.350  -1.174
C -0.586 -2.347 -0.378  -0.928
N -0.374 -1.032 -0.486  1.901
H 0.324 4.653 0.347  0.316
H 0.532 3.188 1.245  0.465
H -1.422 4.670 -3.719  0.280
H -2.056 3.243 -4.443  0.285
H -1.890 -0.574 -3.486  0.696
H -2.191 -3.043 -3.282  0.633
H -1.324 -4.174 -1.186  0.459
H -0.278 -2.808 0.554  0.892
C -8.894 -2.883 1.782  -1.663
C -7.416 -3.164 1.764  0.637
C -6.763 -3.653 2.885  -1.043
C -5.390 -3.870 2.887  0.547
C -4.728 -4.386 4.137  -1.234
C -4.632 -3.591 1.738  0.215
As -2.679 -3.679 1.784  1.595
N -1.332 -0.757 2.260  1.504
C -1.835 -0.784 3.551  0.615
C -3.217 -0.686 3.809  -0.347
C -3.709 -0.772 5.098  -0.827
C -2.851 -0.954 6.176  -0.912
C -1.487 -1.035 5.935  -1.290
C -0.981 -0.951 4.650  -0.053
C -2.385 -5.569 2.265  0.525
C -1.504 -5.914 3.302  0.842
C -1.064 -4.905 4.334  -1.708
C -1.065 -7.228 3.444  -1.214
C -1.483 -8.233 2.588  0.838
C -0.944 -9.635 2.688  -1.583
C -2.404 -7.902 1.601  -1.036
C -2.850 -6.599 1.423  0.246
C -3.795 -6.301 0.291  -1.075
C -5.284 -3.096 0.595  0.525
C -4.535 -2.801 -0.671  -0.624
C -6.661 -2.900 0.628  -1.036
H -9.403 -3.465 2.550  0.376
H -9.346 -3.110 0.816  0.389
H -9.071 -1.824 1.989  0.275
H -7.330 -3.866 3.787  0.323
H -5.415 -4.352 4.984  0.425
H -3.855 -3.776 4.381  -0.138
H -4.390 -5.416 4.002  0.252
H -3.892 -0.530 2.978  0.229
H -4.779 -0.701 5.258  0.400
H -3.237 -1.014 7.187  0.387
H -0.799 -1.163 6.763  0.461
H 0.088 -0.983 4.493  0.105
H -0.065 -5.136 4.707  0.529
H -1.746 -4.936 5.188  0.382
H -1.071 -3.889 3.939  -0.252
H -0.369 -7.462 4.246  0.272
H -0.285 -9.743 3.550  0.334
H -0.375 -9.883 1.789  0.315
H -1.750 -10.365 2.779  0.349
H -2.768 -8.680 0.936  0.355
H -4.148 -7.221 -0.179  0.451
H -3.292 -5.697 -0.470  -0.068
H -4.658 -5.736 0.640  0.122
H -4.058 -3.698 -1.069  0.018
H -3.758 -2.057 -0.492  -0.291
H -5.207 -2.405 -1.432  0.418
H -7.162 -2.527 -0.259  0.357
F 8.526 0.429 -4.954  -0.266
C 7.888 -0.708 -4.571  0.887
F 8.670 -1.271 -3.627  -0.278
F 7.931 -1.527 -5.646  -0.275
C 6.496 -0.450 -4.101  0.187
C 6.206 -0.338 -2.747  -0.995
C 4.907 -0.079 -2.343  0.058
C 3.880 0.078 -3.274  0.804
C 4.190 -0.036 -4.633  -0.488
C 5.483 -0.292 -5.043  -1.227
P 2.178 0.477 -2.637  1.042
C 2.441 2.275 -2.944  0.738
C 2.449 2.927 -4.175  -0.309
C 2.672 4.290 -4.247  -1.030
C 2.921 5.013 -3.088  0.296
C 2.992 4.362 -1.863  -0.538
C 2.756 3.005 -1.802  -0.375
C 3.106 6.493 -3.114  0.703
F 2.819 7.049 -4.310  -0.299
F 4.381 6.865 -2.822  -0.270
F 2.331 7.121 -2.202  -0.262
C 1.269 -0.173 -4.090  0.265
C 0.472 0.545 -4.978  -0.227
C -0.192 -0.106 -6.002  -1.548
C -0.066 -1.481 -6.158  0.399
C 0.701 -2.214 -5.261  -0.850
C 1.347 -1.559 -4.233  -0.817
C -0.765 -2.142 -7.298  0.737
F -2.077 -1.819 -7.364  -0.266
F -0.243 -1.780 -8.503  -0.275
F -0.704 -3.488 -7.255  -0.294
H 6.995 -0.461 -2.017  0.519
H 4.679 0.004 -1.286  0.419
H 3.407 0.069 -5.371  0.366
H 5.721 -0.378 -6.096  0.420
H 2.279 2.372 -5.087  0.530
H 2.645 4.795 -5.203  0.472
H 3.199 4.928 -0.964  0.479
H 2.768 2.489 -0.852  -0.558
H 0.346 1.608 -4.864  0.432
H -0.830 0.452 -6.677  0.421
H 0.780 -3.286 -5.369  0.487
H 1.937 -2.129 -3.522  0.493
N -2.940 -0.057 0.500  -1.150
C -2.164 -0.392 1.306  0.385

Force components x, y, z for each atom (eV/Å):
1.090 2.407 0.389
0.013 -0.050 -0.023
-0.016 0.102 -0.001
-0.063 -0.030 0.035
-0.240 0.512 -0.680
-0.154 -0.074 -0.009
-0.004 0.038 0.050
0.074 -1.175 1.223
0.145 -0.101 0.013
0.033 0.166 -0.020
-0.011 -0.084 0.018
-0.029 -0.064 0.011
0.010 -0.052 -0.033
-0.031 0.097 0.153
-0.015 0.177 0.042
-0.104 -0.151 -0.213
-0.009 0.043 0.223
0.017 -0.007 -0.038
0.164 -0.135 -0.225
-0.217 0.191 0.001
0.027 -0.015 0.195
0.384 0.083 0.057
-0.083 0.349 0.418
0.015 0.225 0.053
-0.023 0.006 -0.017
0.008 -0.009 0.023
0.095 0.046 0.074
-0.022 -0.033 -0.052
-0.022 0.003 -0.030
-0.031 -0.037 -0.011
-0.023 0.050 -0.015
-0.013 0.013 0.010
0.003 0.025 -0.035
-0.013 -0.050 -0.049
0.039 0.038 -0.047
-0.040 -0.057 -0.017
0.056 0.019 -0.026
0.004 -0.053 -0.010
-0.002 -0.053 0.042
-0.081 0.017 -0.020
-0.099 -0.399 -0.622
0.291 0.914 0.224
-0.198 -0.360 -0.404
0.407 1.684 0.188
0.130 -0.227 0.443
0.396 -1.937 0.877
0.049 3.779 0.176
-0.840 -1.899 -1.511
-0.586 -3.413 -0.588
0.740 1.805 0.944
0.236 -1.312 0.617
-0.714 -0.130 -0.990
0.779 0.539 0.571
-0.616 -0.567 -1.514
-0.026 0.028 0.017
-0.093 -0.039 0.308
-0.060 0.032 -0.020
-0.049 -0.020 -0.025
-0.064 -0.008 -0.030
0.061 0.036 0.103
0.069 0.185 0.036
0.078 0.117 -0.096
0.067 0.049 0.004
-0.050 -0.042 -0.039
-0.026 -0.001 -0.032
0.134 -0.053 0.099
-0.164 0.022 0.010
0.164 0.113 -0.034
0.061 -0.159 -0.043
0.279 -0.295 -1.224
-0.391 -0.048 0.784
0.290 0.087 -0.123
-0.003 0.005 0.007
0.052 0.020 0.023
-0.059 -0.017 0.127
-0.009 0.052 -0.347
0.049 0.056 -0.308
-0.080 0.161 0.058
0.070 -0.005 -0.086
0.037 -0.062 -0.054
-0.008 -0.031 0.037
-0.064 0.052 -0.005
-0.023 0.003 0.033
-0.008 -0.076 0.029
0.025 -0.223 0.000
-0.221 -0.117 0.096
-0.031 0.145 -0.051
-0.038 0.025 0.080
-0.005 -0.003 -0.006
-0.049 -0.002 -0.002
-0.095 0.010 0.005
-0.028 0.005 -0.001
-0.080 -0.040 0.007
0.073 -0.024 -0.058
0.058 0.046 0.053
-0.058 -0.094 0.014
0.024 -0.012 -0.009
0.001 -0.028 -0.027
0.005 0.009 -0.011
-0.032 -0.027 -0.012
0.036 -0.053 0.065
-0.010 0.097 0.012
-0.026 -0.025 0.064
0.025 -0.038 0.016
0.012 -0.018 0.005
0.037 -0.074 0.025
0.011 -0.028 0.008
0.004 -0.011 -0.040
0.028 -0.077 0.004
-0.047 0.069 0.066
0.000 0.004 -0.099
0.065 -0.032 0.075
-0.008 -0.051 -0.069
-0.113 0.048 -0.050
-0.010 0.029 -0.057
-0.238 -0.127 0.112
0.739 -0.050 -0.225
-0.227 0.080 -0.043
-0.151 0.102 0.181
-0.351 0.047 0.121
0.295 -0.016 -0.141
-0.322 0.067 0.046
0.245 -0.366 0.043
-0.076 0.046 0.209
0.182 -0.055 -0.032
0.788 0.107 -0.655
-0.180 0.115 0.015
-0.072 -0.153 0.045
0.024 0.185 -0.075
-0.033 -0.238 0.128
0.054 0.193 -0.110
-0.154 -0.117 -0.021
0.249 0.776 -0.003
0.010 -0.241 0.131
-0.241 -0.240 -0.072
0.040 -0.206 -0.108
-0.161 -0.067 0.029
0.071 -0.065 0.094
-0.122 -0.126 -0.115
0.067 0.119 0.221
-0.109 -0.054 -0.211
0.122 0.123 0.081
-0.316 -0.335 -0.728
0.227 0.037 0.152
-0.018 0.002 0.381
0.067 0.259 0.137
-0.050 -0.010 0.034
0.077 -0.016 0.026
0.029 -0.004 -0.064
-0.058 -0.008 0.005
0.017 0.050 -0.010
-0.006 -0.003 0.023
-0.018 -0.025 0.045
-0.102 0.055 0.031
-0.067 0.086 0.015
0.046 0.022 -0.024
0.006 -0.025 0.029
-0.015 -0.068 -0.005
0.339 0.378 -0.334
-1.299 -0.757 1.459